Entry 1:
Density functional theory data (ωB97M-V/def2-TZVPD) for C37H34FN2O4ReS4SbTe as an isolated structure.

Summary:
Total charge: +2
2S+1: 2
Relative energy (zero: lowest compared OMol25 entry of this formula, charge and spin) in kcal/mol: 0.0
E in Eh: -4119.5679
⟨S²⟩: 0.7554
Frontier orbital gap (alpha / beta) in eV: 6.737 / 6.119
M in Da: 1153.5

Last column: Löwdin spin population.
Cartesian coordinates (Å):
Re  1.19  -1.08  1.59  -0.0061
C  -5.90  -3.31  1.94  0.0000
C  -5.77  -2.01  1.17  0.0000
C  -6.65  -0.92  1.77  0.0000
C  -6.57  0.34  0.92  0.0000
C  -5.14  0.77  0.75  0.0000
C  -4.83  2.09  0.50  0.0000
C  -3.50  2.49  0.36  0.0000
F  -3.25  3.78  0.11  0.0000
C  -2.46  1.61  0.47  0.0000
C  -2.76  0.26  0.73  -0.0001
C  -1.68  -0.68  0.87  -0.0001
O  -0.47  -0.24  0.73  -0.0011
C  -2.01  -2.01  1.12  0.0002
C  -3.35  -2.36  1.22  0.0000
N  -4.35  -1.51  1.11  -0.0001
C  -4.09  -0.16  0.86  0.0000
C  -1.02  -3.11  1.21  0.0004
O  -1.32  -4.26  1.26  0.0001
O  0.28  -2.72  1.21  0.0059
H  -6.96  -3.52  2.07  0.0000
H  -5.44  -3.24  2.93  0.0000
H  -5.48  -4.17  1.41  0.0000
H  -6.06  -2.16  0.12  0.0000
H  -6.32  -0.72  2.79  0.0000
H  -7.67  -1.29  1.81  0.0000
H  -7.14  1.15  1.37  0.0000
H  -7.02  0.16  -0.06  0.0000
H  -5.61  2.83  0.42  0.0000
H  -1.43  1.94  0.36  0.0000
H  -3.59  -3.40  1.39  0.0000
S  4.04  -6.10  0.28  0.0346
Sb  4.42  -5.34  2.26  -0.0004
S  4.65  -1.87  1.33  0.4159
S  2.99  -2.46  2.35  0.1394
S  6.02  -3.25  1.59  0.3689
C  6.33  -2.36  -4.45  0.0001
C  5.38  -1.74  -3.47  0.0011
C  4.41  -2.50  -2.83  0.0005
C  3.51  -1.94  -1.92  0.0079
C  2.47  -2.86  -1.36  0.0022
C  3.64  -0.58  -1.62  0.0076
Te  2.53  0.48  -0.16  0.0003
N  1.19  0.12  2.79  0.0151
C  0.24  1.03  3.41  0.0011
O  -0.74  0.57  3.92  0.0027
C  0.56  2.45  3.15  0.0002
C  1.83  2.85  2.76  0.0003
C  2.07  4.19  2.50  0.0000
C  1.04  5.12  2.62  0.0002
C  -0.24  4.71  3.00  0.0001
C  -0.48  3.37  3.28  0.0001
C  1.02  1.46  -1.26  -0.0003
C  0.92  2.81  -0.96  0.0000
C  -0.03  3.60  -1.59  0.0000
C  -0.87  3.02  -2.53  0.0000
C  -0.76  1.67  -2.83  0.0000
C  0.18  0.85  -2.21  0.0000
C  0.27  -0.60  -2.57  0.0001
C  4.61  0.22  -2.26  0.0003
C  4.75  1.70  -2.00  0.0000
C  5.45  -0.38  -3.17  0.0021
H  6.15  -3.43  -4.57  0.0000
H  7.36  -2.21  -4.13  0.0001
H  6.23  -1.89  -5.43  0.0000
H  4.32  -3.55  -3.06  0.0000
H  1.92  -3.34  -2.17  -0.0001
H  1.73  -2.35  -0.75  0.0001
H  2.92  -3.65  -0.76  0.0006
H  2.64  2.13  2.68  0.0000
H  3.06  4.52  2.22  0.0000
H  1.23  6.16  2.42  0.0000
H  -1.03  5.43  3.10  0.0000
H  -1.46  3.03  3.59  0.0000
H  1.58  3.26  -0.22  0.0000
H  -0.10  4.65  -1.35  0.0000
H  -1.61  3.63  -3.03  0.0000
H  -1.42  1.24  -3.57  0.0000
H  -0.48  -0.86  -3.31  0.0000
H  0.11  -1.23  -1.69  0.0000
H  1.25  -0.84  -2.98  0.0001
H  4.94  1.92  -0.95  0.0000
H  3.86  2.25  -2.32  0.0000
H  5.59  2.09  -2.57  0.0000
H  6.20  0.23  -3.67  0.0001

---

Entry 2:
Density functional theory data (ωB97M-V/def2-TZVPD) for C37H34N2O5RhSe as an isolated structure.

Summary:
Total charge: +1
Relative energy (zero: lowest compared OMol25 entry of this formula, charge and spin) in kcal/mol: 0.0
E in Eh: -4427.7610
Frontier orbital gap (alpha / beta) in eV: 6.921 / 6.922
M in Da: 768.6

Last column: Mulliken charge in e.
Cartesian coordinates (Å):
Rh  0.07  -0.04  -0.54  -0.2754
C  4.11  -4.67  -2.16  -1.7232
C  2.76  -4.14  -2.61  1.2576
C  2.28  -4.80  -3.88  -1.4375
O  2.81  -2.73  -2.83  -0.4151
C  2.50  -2.17  -1.57  -0.8657
C  1.37  -3.07  -1.04  0.0416
O  1.82  -4.32  -1.53  -0.3901
C  -0.18  -2.90  -1.30  2.0977
O  -0.57  -1.55  -1.53  0.4200
C  -0.65  -3.66  -2.55  -0.3426
C  -0.97  -2.99  -3.73  -0.2115
C  -1.39  -3.71  -4.85  -1.0377
C  -1.50  -5.08  -4.80  -0.7176
C  -1.20  -5.75  -3.62  -0.8640
C  -0.78  -5.04  -2.51  0.1316
C  -0.98  -3.46  -0.11  -0.0719
C  -0.45  -4.19  0.94  0.0929
C  -1.27  -4.65  1.97  -0.9846
C  -2.63  -4.43  1.94  -0.6368
C  -3.18  -3.75  0.85  -0.8899
C  -2.36  -3.27  -0.15  -0.4880
C  2.47  -0.64  -1.52  3.0619
O  1.92  -0.36  -0.23  -0.7729
C  1.56  0.09  -2.51  -0.4284
C  1.12  1.38  -2.14  0.4240
C  0.28  2.12  -2.98  -1.0551
C  -0.10  1.60  -4.19  -0.7525
C  0.37  0.34  -4.58  -0.5568
C  1.18  -0.42  -3.76  -0.3360
C  3.89  -0.10  -1.62  -0.6302
C  4.55  -0.14  -2.85  -0.2061
C  5.85  0.32  -2.94  -0.9223
C  6.51  0.81  -1.82  -0.5698
C  5.85  0.85  -0.60  -0.8373
C  4.54  0.39  -0.50  -0.4704
H  4.84  -4.56  -2.96  0.3725
H  4.02  -5.72  -1.90  0.4114
H  4.47  -4.13  -1.28  0.3348
H  3.03  -4.66  -4.66  0.4506
H  1.34  -4.37  -4.21  0.1706
H  2.15  -5.87  -3.72  0.3813
H  3.32  -2.40  -0.87  0.6405
H  1.49  -3.08  0.04  0.2327
H  -0.91  -1.92  -3.77  0.2784
H  -1.64  -3.17  -5.76  0.4532
H  -1.82  -5.64  -5.67  0.4255
H  -1.29  -6.83  -3.56  0.4602
H  -0.55  -5.57  -1.59  0.3828
H  0.60  -4.45  0.98  0.4955
H  -0.83  -5.21  2.79  0.4834
H  -3.27  -4.80  2.73  0.4422
H  -4.25  -3.60  0.80  0.4905
H  -2.80  -2.77  -1.01  0.5644
H  1.57  1.87  -1.28  0.5340
H  -0.04  3.11  -2.68  0.5238
H  -0.74  2.16  -4.86  0.4445
H  0.09  -0.06  -5.55  0.4881
H  1.52  -1.40  -4.06  0.5935
H  4.05  -0.53  -3.72  0.3653
H  6.36  0.29  -3.90  0.4330
H  7.53  1.17  -1.90  0.4083
H  6.35  1.24  0.27  0.4495
H  4.03  0.42  0.45  0.3594
O  -1.93  0.53  -1.14  -0.5518
H  -2.61  0.93  -0.60  0.3606
H  -2.25  -0.33  -1.49  0.1802
Se  1.33  -1.31  2.17  0.4382
N  -0.19  -0.79  1.32  -0.2033
C  -1.22  -0.96  2.15  1.4782
C  -2.59  -0.67  1.91  -0.8407
C  -3.49  -0.87  2.91  -0.5374
C  -3.11  -1.38  4.19  -0.6751
C  -1.82  -1.69  4.46  -0.7591
C  -0.84  -1.48  3.45  0.6856
N  0.45  -1.72  3.62  -0.8640
H  -2.92  -0.35  0.94  0.2016
H  -4.53  -0.66  2.72  0.4556
H  -3.87  -1.52  4.94  0.4277
H  -1.50  -2.09  5.42  0.4961

---

Entry 3:
Density functional theory data (ωB97M-V/def2-TZVPD) for C37H34N6O4PRbS5 as an isolated structure in a non-equilibrium geometry.

Summary:
Total charge: -2
Relative energy (zero: lowest compared OMol25 entry of this formula, charge and spin) in kcal/mol: 1.3
E in Eh: -4416.3593
Frontier orbital gap in eV: 4.130
M in Da: 903.5

Last column: Mulliken charge in e.
Cartesian coordinates (Å):
Rb  -0.21  -0.42  0.43  0.9695
O  1.60  6.22  5.16  -0.7098
C  1.28  5.24  4.51  0.6227
S  1.66  4.99  2.82  -0.2592
C  1.01  3.35  2.63  0.0537
C  0.50  2.78  3.75  -0.1864
S  -0.23  1.21  3.97  -0.5073
S  0.55  3.79  5.20  -0.2404
S  1.11  2.71  1.01  -0.4404
N  -7.06  -6.22  -0.30  -0.6300
C  -5.97  -5.34  -0.43  1.1529
C  -5.32  -4.85  0.70  -0.9056
C  -4.27  -3.96  0.58  -0.3159
C  -3.86  -3.54  -0.68  -0.4312
C  -4.50  -4.02  -1.81  -0.4882
C  -5.55  -4.91  -1.69  -0.6673
S  -2.54  -2.37  -0.83  1.3577
O  -2.22  -2.27  -2.24  -0.8343
O  -3.02  -1.16  -0.20  -0.1959
N  -1.34  -2.88  0.08  -0.4721
C  -0.73  -4.06  -0.17  0.2940
N  0.35  -4.32  0.61  -0.5935
C  1.00  -5.44  0.39  -0.0365
C  0.62  -6.37  -0.57  -0.6560
C  -0.51  -6.04  -1.29  -0.1837
N  -1.19  -4.92  -1.11  -0.3522
H  -7.04  -6.77  0.55  0.2297
H  -7.18  -6.82  -1.10  0.2294
H  -5.64  -5.18  1.69  0.2651
H  -3.76  -3.58  1.46  0.4792
H  -4.15  -3.70  -2.78  0.4907
H  -6.06  -5.29  -2.57  0.2584
H  1.87  -5.61  1.02  0.3922
H  1.18  -7.28  -0.74  0.3414
H  -0.90  -6.72  -2.05  0.3932
C  -3.32  1.28  1.87  -0.7658
P  -2.54  1.97  0.35  0.3825
C  -2.45  3.75  0.80  0.5425
C  -2.58  4.74  -0.17  -0.5960
C  -2.42  6.08  0.15  -0.4526
C  -2.10  6.45  1.45  -0.6093
C  -1.94  5.47  2.42  -0.4250
C  -2.12  4.13  2.10  -0.5635
C  -4.05  2.01  -0.73  -0.0072
C  -5.19  2.74  -0.41  -0.0155
C  -6.31  2.72  -1.24  -0.5858
C  -6.29  1.96  -2.41  -0.3612
C  -5.16  1.23  -2.74  -0.6234
C  -4.05  1.26  -1.91  -0.4235
H  -2.55  1.20  2.65  0.0642
H  -3.69  0.29  1.62  0.3452
H  -4.13  1.91  2.23  0.4086
H  -2.82  4.46  -1.19  0.3874
H  -2.52  6.83  -0.63  0.3364
H  -1.94  7.49  1.69  0.3466
H  -1.65  5.74  3.43  0.3990
H  -1.95  3.38  2.87  0.3061
H  -5.20  3.34  0.49  0.2494
H  -7.19  3.29  -0.97  0.3673
H  -7.16  1.95  -3.05  0.3419
H  -5.15  0.63  -3.64  0.3917
H  -3.18  0.66  -2.15  0.2564
C  6.50  1.04  1.02  -1.1167
N  5.51  0.66  0.05  0.1076
N  4.42  -0.14  0.35  0.7129
C  3.57  -0.20  -0.75  0.4269
O  2.47  -0.73  -0.73  -0.6831
C  4.28  0.51  -1.79  -1.1888
C  5.42  1.03  -1.24  0.8538
C  6.45  1.92  -1.85  -1.5452
C  4.17  -0.62  1.67  -0.8361
C  3.12  -0.09  2.41  0.5506
C  2.88  -0.59  3.69  -0.4684
C  3.70  -1.59  4.21  -0.5477
C  4.74  -2.11  3.46  -0.6411
C  4.97  -1.63  2.17  0.1199
H  6.09  0.91  2.02  0.4171
H  6.75  2.10  0.90  0.3818
H  7.42  0.45  0.94  0.2874
H  3.91  0.66  -2.79  0.3877
H  6.30  1.96  -2.93  0.3530
H  7.46  1.55  -1.66  0.3461
H  6.37  2.93  -1.45  0.3133
H  2.49  0.70  2.01  0.2281
H  2.03  -0.20  4.24  0.1792
H  3.50  -1.97  5.20  0.4097
H  5.37  -2.90  3.86  0.3411
H  5.76  -2.05  1.56  0.4901